# 1
Formula: C30H44ClN4O5Si2Sr
Source: the OMol25 dataset
Level of theory: the ωB97M-V functional and the def2-TZVPD basis

Results
lowest unoccupied orbital energy	2.23	eV
gap between HOMO and LUMO	6.964	eV
relative energy (zero: lowest compared OMol25 entry of this formula, charge and spin)	0.591	eV
total charge	-1
HOMO level	-4.7	eV

The geometry in XYZ format:
```
87
Properties=species:S:1:pos:R:3:forces:R:3
Sr -0.529755 0.673959 1.707723 -0.71 0.39 -0.41
C -3.209268 -1.506946 0.110890 0.00 0.00 -0.04
Si -3.719656 -1.216257 1.915628 0.04 -0.04 0.12
C -5.562299 -1.661834 1.993852 -0.01 -0.01 -0.07
C -2.851803 -2.516314 2.959220 -0.03 -0.02 0.00
C -3.263604 0.481397 2.386250 -0.03 0.05 -0.01
C -3.641080 1.529712 1.417655 0.11 -0.07 0.01
C -4.971713 1.899394 1.133736 -0.01 0.00 -0.02
C -5.244604 2.919189 0.247177 0.01 -0.01 0.01
C -4.189419 3.586380 -0.369687 0.02 -0.01 0.00
C -2.908664 3.171587 -0.063535 0.00 0.00 -0.04
N -2.634151 2.177081 0.782321 -0.04 0.07 0.13
Si -3.322625 1.063934 4.112631 0.10 -0.15 0.01
C -2.391797 -0.053394 5.305824 -0.02 0.01 0.03
C -2.530215 2.783920 4.219110 0.00 0.03 0.00
C -5.055102 1.263802 4.854431 -0.01 0.07 0.01
H -3.518328 -2.499113 -0.229849 -0.01 0.01 0.00
H -2.122393 -1.458300 -0.029984 0.00 0.00 0.02
H -3.660747 -0.767509 -0.557697 0.01 0.00 0.01
H -5.714577 -2.719682 1.756841 -0.02 0.01 0.00
H -6.165733 -1.075423 1.294884 0.02 0.01 0.01
H -5.950889 -1.483940 3.000644 0.01 0.00 -0.01
H -2.930798 -3.487274 2.459632 0.01 0.00 0.02
H -3.325932 -2.618840 3.938692 0.02 0.01 -0.01
H -1.792630 -2.300868 3.122775 -0.01 0.01 -0.01
H -5.768545 1.372682 1.642868 0.00 0.01 -0.01
H -6.270307 3.203284 0.041492 0.00 0.00 0.00
H -4.351944 4.400285 -1.063174 -0.01 -0.01 0.01
H -2.047378 3.655469 -0.515098 0.00 -0.02 0.00
H -1.426319 -0.389021 4.918050 -0.01 0.01 -0.01
H -2.973538 -0.944961 5.552119 0.01 0.00 -0.02
H -2.217011 0.486833 6.241896 0.00 -0.02 0.00
H -1.464157 2.772699 3.963487 0.00 -0.01 0.01
H -2.602976 3.180386 5.235842 -0.01 0.00 -0.01
H -3.017197 3.494775 3.545508 0.00 -0.01 0.00
H -5.590132 0.310281 4.826956 0.01 0.01 0.00
H -5.654371 1.997868 4.307615 0.01 -0.01 -0.01
H -4.999106 1.588759 5.898247 -0.02 0.00 -0.01
O 2.255442 -1.894438 3.908384 0.01 0.02 -0.01
C 1.675869 -1.099068 3.193555 0.04 -0.06 -0.08
O 0.400966 -0.929498 3.084625 0.16 -0.24 0.23
C 2.522310 -0.142092 2.250188 -0.04 0.01 0.18
O 3.735213 -0.258128 2.154508 0.00 -0.05 -0.06
O 1.808338 0.722709 1.608227 0.40 0.13 0.04
C 2.202788 -0.431582 -4.413361 -0.03 0.01 0.00
C 3.463346 0.438364 -4.453838 -0.09 -0.07 -0.02
C 4.540235 -0.371001 -5.196677 -0.02 -0.01 0.02
C 3.170669 1.690735 -5.283173 -0.07 0.07 -0.07
C 3.991913 0.830269 -3.030424 0.09 -0.12 0.02
O 5.350622 1.280636 -3.190609 0.12 0.07 0.00
C 4.023782 -0.350368 -2.030534 -0.04 0.06 -0.02
C 2.750756 -0.783888 -1.263667 0.07 0.15 -0.02
C 2.793999 -2.251570 -0.930897 0.06 -0.03 0.04
C 3.633194 -2.709350 0.085320 0.12 0.05 0.01
C 3.713835 -4.061216 0.382609 0.00 0.02 -0.03
C 2.953683 -4.959994 -0.347272 -0.02 0.02 0.00
Cl 3.056151 -6.665121 0.011679 0.00 -0.01 0.01
C 2.103048 -4.532534 -1.350927 0.01 -0.02 0.01
C 2.029382 -3.176020 -1.634849 0.00 0.01 0.05
C 3.410141 2.130580 -2.442695 0.03 0.15 -0.08
N 2.032062 2.152144 -2.013302 -0.06 -0.01 -0.11
C 1.603646 2.138645 -0.755808 0.10 -0.28 0.10
N 0.286565 2.067018 -0.727711 -0.29 0.11 0.17
C -0.049466 2.096809 -2.044455 0.14 -0.15 0.03
N 0.976806 2.144767 -2.865983 -0.04 0.05 0.17
H 1.885533 -0.631462 -5.440095 -0.02 0.01 0.01
H 1.377694 0.060461 -3.900615 0.04 -0.04 -0.04
H 2.399241 -1.394745 -3.940894 0.00 -0.01 0.01
H 4.118679 -0.744460 -6.131672 0.00 0.01 0.00
H 4.872842 -1.243821 -4.629126 0.00 0.01 0.00
H 5.407088 0.241149 -5.445121 0.00 0.00 0.00
H 2.962391 1.397545 -6.314649 0.01 0.00 -0.02
H 4.029316 2.365521 -5.295039 0.02 -0.01 -0.01
H 2.295542 2.226175 -4.907174 0.11 -0.07 -0.07
H 5.911838 0.504474 -3.277330 0.02 -0.02 0.00
H 4.787263 -0.103362 -1.287057 -0.03 0.02 -0.01
H 4.404673 -1.219430 -2.575045 0.01 0.00 -0.04
H 1.846856 -0.570651 -1.832581 -0.03 0.00 -0.03
H 2.693041 -0.230863 -0.325662 -0.04 0.07 -0.06
H 4.213551 -1.995985 0.668549 -0.18 -0.11 -0.03
H 4.349964 -4.410282 1.184343 -0.02 0.00 0.00
H 1.502868 -5.249872 -1.894064 0.00 0.00 0.00
H 1.350824 -2.833845 -2.408050 0.00 0.00 -0.01
H 3.546766 2.939869 -3.158011 0.11 -0.07 0.01
H 4.016784 2.360404 -1.568296 -0.06 -0.01 0.06
H 2.249750 2.079627 0.110113 -0.03 0.00 -0.05
H -1.067039 2.062747 -2.400406 0.00 0.02 0.01
```
Forces are in eV/Å.

***

# 2
Formula: C30H44CuN4OP2Si
Source: the OMol25 dataset
Level of theory: the ωB97M-V functional and the def2-TZVPD basis

Results
2S+1	2
lowest unoccupied orbital energy (alpha / beta)	0.36 / 0.28	eV
gap between HOMO and LUMO (alpha / beta)	5.524 / 8.628	eV
relative energy (zero: lowest compared OMol25 entry of this formula, charge and spin)	0.000	eV
HOMO level (alpha / beta)	-5.2 / -8.3	eV

The geometry in XYZ format:
```
83
Properties=species:S:1:pos:R:3:forces:R:3
Cu -0.158673 0.337891 1.628244 -0.51 -0.84 1.39
C -1.902072 1.597724 -4.419900 -0.60 -0.14 -0.42
C -2.075609 0.288185 -4.225853 -0.47 0.65 -0.76
C -1.179100 -0.788153 -4.731838 0.52 -0.23 -0.06
C 0.343473 -0.467645 -4.770565 0.40 -0.47 -0.75
C 0.895414 0.269022 -3.592765 0.52 0.27 -0.06
C 0.749927 1.574464 -3.327850 0.57 -0.28 -0.47
C 0.472131 2.544014 -4.437121 -0.66 0.40 -0.25
C -0.814422 2.225319 -5.241826 0.11 0.36 -0.18
C 1.967005 0.809400 2.139415 1.79 1.53 1.27
H -2.662076 2.305180 -4.082361 0.19 -0.37 0.12
H -3.028970 -0.070680 -3.839059 0.35 0.25 0.23
H -1.477357 -1.070957 -5.756819 0.02 -0.01 0.29
H -1.340660 -1.684595 -4.113576 0.10 0.14 -0.15
H 0.856472 -1.441994 -4.808191 -0.11 0.27 -0.14
H 0.597120 0.031341 -5.717085 -0.10 -0.09 0.20
H 1.621504 -0.313672 -3.037587 -0.75 0.02 0.51
H 0.960772 2.014099 -2.348050 0.57 -0.27 -0.30
H 1.302470 2.516597 -5.167221 -0.11 0.06 0.48
H 0.429901 3.569580 -4.040110 -0.06 -0.31 -0.10
H -1.194935 3.175960 -5.643226 0.05 -0.29 -0.01
H -0.563185 1.600868 -6.113606 -0.17 0.21 0.36
H 1.027732 1.391301 2.344802 0.67 0.00 0.14
H 2.724098 1.605240 2.086414 0.16 0.02 0.40
H 2.181224 0.181102 3.015912 -0.40 0.09 -0.32
P 2.009836 -0.134924 0.588880 -1.56 -0.15 0.77
P -1.605684 -0.685646 0.410901 -0.67 1.33 -0.07
N 3.037400 0.983750 -0.296705 -0.46 0.10 -0.61
N 3.044214 -1.429536 1.002136 0.45 -0.43 0.20
N -2.435194 0.597081 -0.415750 -0.08 0.19 -0.16
N -2.860280 -1.750017 0.795716 -0.69 -1.01 0.47
C 0.929951 -0.731742 -0.775603 0.39 -0.83 -1.77
C -0.450632 -1.473790 -0.733060 0.35 -0.53 -0.30
C 2.906813 2.376971 -0.252281 0.58 -0.06 -0.44
C 3.705224 2.933240 -1.235501 -0.53 -0.54 0.42
C 4.304594 1.850137 -1.952511 -0.35 -0.51 0.39
C 3.871778 0.670455 -1.374510 -0.10 0.72 0.10
C 4.106736 -1.348912 1.919765 -0.27 -0.65 -0.09
C 4.611143 -2.618911 2.128664 -0.52 0.77 -0.42
C 3.870121 -3.517041 1.295473 -0.52 0.79 -0.29
C 2.924682 -2.767575 0.615585 0.59 -0.15 0.54
C -2.176676 1.925428 -0.032229 -0.71 -0.12 -0.67
C -2.941180 2.761121 -0.816530 0.49 -0.82 -0.01
C -3.659942 1.948660 -1.744579 0.18 -1.01 0.71
C -3.378212 0.624765 -1.441373 0.13 1.10 0.02
C -3.932406 -2.207988 0.009243 -0.23 -0.51 0.92
C -4.808951 -2.907783 0.823408 1.03 0.63 -0.26
C -4.260418 -2.915279 2.151280 0.84 0.66 -0.57
C -3.073804 -2.206636 2.117368 -0.75 -0.29 -0.59
H 1.597838 -1.357699 -1.388130 -0.27 0.08 -0.52
H 0.734030 0.211216 -1.313321 0.30 -0.39 0.32
H -0.897122 -1.461475 -1.742389 0.48 -0.07 0.12
H -0.333838 -2.530896 -0.435068 -0.09 0.38 0.01
H 2.266147 2.835255 0.488397 0.16 0.04 -0.20
H 3.837798 3.995061 -1.422877 -0.07 -0.32 0.06
H 4.964310 1.934867 -2.807473 -0.05 -0.08 0.22
H 4.105119 -0.359315 -1.611760 -0.02 0.15 0.07
H 4.377522 -0.396753 2.356134 0.01 -0.20 -0.09
H 5.417404 -2.876907 2.803656 -0.13 0.10 -0.16
H 4.024097 -4.584276 1.222821 -0.11 0.14 -0.08
H 2.172664 -3.048731 -0.101132 0.01 -0.13 0.05
H -1.510199 2.144084 0.794054 -0.17 -0.06 -0.12
H -2.996610 3.827678 -0.743270 0.12 0.26 0.03
H -4.265617 2.294186 -2.570106 -0.21 -0.08 0.28
H -3.795547 -0.275211 -1.870073 0.28 0.27 0.10
H -3.951566 -2.029372 -1.054139 -0.08 -0.06 0.20
H -5.744009 -3.353165 0.522586 0.09 -0.01 -0.10
H -4.697878 -3.381469 3.020705 0.10 0.06 -0.03
H -2.349143 -1.984083 2.886012 -0.04 0.21 -0.02
C 1.087455 -0.959222 5.565824 -0.24 -0.12 0.04
Si -0.541023 -0.118644 5.036874 0.35 0.27 0.06
C -2.001831 -1.063174 5.772025 0.00 0.04 0.13
C -0.425025 1.616066 5.814966 -0.18 -0.09 0.04
O -0.697452 -0.028647 3.446057 0.06 0.00 0.14
H 1.181682 -0.966078 6.661581 0.00 -0.01 -0.20
H 1.959270 -0.418905 5.167192 -0.19 -0.13 0.08
H 1.132202 -2.002055 5.220050 0.06 0.21 0.04
H -2.005974 -0.992540 6.866962 -0.03 -0.06 -0.12
H -2.952385 -0.648980 5.404976 0.23 -0.08 0.06
H -1.971319 -2.129908 5.508144 0.01 0.20 0.02
H 0.541816 2.083096 5.569244 -0.24 -0.10 0.00
H -1.230027 2.260319 5.430754 0.20 -0.09 0.11
H -0.504062 1.590263 6.912736 0.01 0.00 -0.25
```
Forces are in eV/Å.

***

# 3
Formula: C30H44N4O4PV
Source: the OMol25 dataset
Level of theory: the ωB97M-V functional and the def2-TZVPD basis

Results
2S+1	3
lowest unoccupied orbital energy (alpha / beta)	-0.13 / -0.67	eV
gap between HOMO and LUMO (alpha / beta)	8.077 / 7.682	eV
relative energy (zero: lowest compared OMol25 entry of this formula, charge and spin)	0.558	eV
HOMO level (alpha / beta)	-8.2 / -8.4	eV

The geometry in XYZ format:
```
84
Properties=species:S:1:pos:R:3:forces:R:3
V -0.136766 0.471464 0.306174 -0.64 -1.91 -0.09
C -1.254399 -0.374218 1.983885 -0.25 -0.56 0.47
C 0.113578 -0.676614 2.268254 -0.11 -0.19 0.35
C 0.533850 -1.642250 1.288615 -0.18 0.00 -0.11
C -0.552106 -1.780531 0.380986 -0.17 -0.40 0.19
C -1.684140 -1.083526 0.847256 -0.10 -0.27 0.30
C -3.113925 -1.317840 0.399638 -0.07 0.14 -0.13
C -3.465630 -2.761884 0.792380 0.01 0.06 -0.01
C -3.263407 -1.163503 -1.118315 0.04 -0.01 0.16
C -4.087929 -0.366096 1.099486 0.09 0.01 -0.04
C 1.711952 -2.629025 1.133581 0.25 0.01 -0.10
C 2.535608 -2.854367 2.404756 -0.08 0.04 -0.01
C 1.109004 -4.011015 0.783787 -0.02 0.06 0.04
C 2.687602 -2.271677 -0.000100 -0.02 0.04 0.14
C 0.778090 -0.100120 3.520218 0.17 0.08 0.03
C 2.182091 0.455376 3.226309 -0.08 -0.05 -0.05
C 0.818653 -1.157196 4.640924 0.02 0.02 -0.06
C -0.043544 1.075648 4.080007 0.02 -0.09 -0.06
H -1.903016 0.223680 2.600333 0.08 0.19 -0.06
H -0.569900 -2.473795 -0.445979 0.06 0.07 -0.08
H -2.803353 -3.472845 0.294700 -0.02 -0.03 0.01
H -4.495462 -2.988583 0.507012 0.00 -0.01 0.00
H -3.366871 -2.898549 1.871055 -0.01 -0.02 -0.01
H -2.733595 -1.959818 -1.645753 0.02 0.02 -0.02
H -2.874623 -0.193821 -1.425034 -0.05 0.01 -0.05
H -4.317269 -1.219320 -1.397725 0.01 -0.03 -0.03
H -4.052478 -0.494799 2.183423 -0.01 0.01 0.00
H -5.106582 -0.584530 0.773083 0.00 -0.02 0.01
H -3.862741 0.671057 0.855917 -0.03 0.01 0.04
H 1.926961 -3.318198 3.181643 0.05 0.00 0.00
H 2.981659 -1.941638 2.789497 -0.01 -0.13 0.03
H 3.351502 -3.539665 2.169336 -0.01 -0.03 -0.01
H 0.232281 -4.231006 1.395672 0.02 -0.02 0.00
H 1.854905 -4.786513 0.965578 0.02 0.01 -0.03
H 0.826502 -4.074711 -0.267793 -0.06 0.00 0.01
H 3.300897 -1.408300 0.245043 0.00 0.03 -0.04
H 2.151949 -2.049864 -0.923800 0.02 0.01 -0.03
H 3.349583 -3.124108 -0.174020 -0.05 -0.02 -0.01
H 2.742508 -0.162941 2.528500 0.00 0.12 0.02
H 2.755146 0.550553 4.151083 0.01 0.01 0.00
H 2.101293 1.450343 2.784489 0.04 0.01 0.03
H 1.615396 -1.879999 4.499611 -0.05 0.02 0.05
H -0.131950 -1.692351 4.685160 0.00 0.00 0.04
H 0.978812 -0.667999 5.604144 0.02 0.01 0.00
H -0.246536 1.832937 3.318979 -0.01 0.00 0.00
H 0.527850 1.549095 4.880275 0.00 0.00 0.00
H -0.990037 0.740554 4.506808 -0.02 0.04 -0.02
O 3.758674 1.448210 0.006475 -0.15 0.06 0.03
C 2.550344 1.418355 0.129672 0.36 0.22 0.06
O 1.770169 0.408369 -0.057652 1.11 -0.10 -0.10
C 1.736117 2.639181 0.492120 -0.10 -0.15 -0.01
C 2.178864 3.929458 0.698021 0.05 0.04 0.03
C 1.234998 4.919308 0.951287 -0.05 -0.10 -0.01
C -0.118011 4.597896 0.933237 0.01 0.03 0.02
C -0.476584 3.286431 0.695583 -0.06 -0.12 -0.09
N 0.436323 2.326202 0.522635 0.68 2.26 0.52
C -1.868161 2.742032 0.452286 -0.25 0.31 0.04
O -2.862846 3.429319 0.575347 0.18 -0.02 0.01
O -1.805874 1.515260 0.057521 -0.58 0.42 -0.13
H 3.239037 4.135863 0.650387 0.00 -0.02 0.01
H 1.548902 5.938026 1.135872 0.01 0.00 -0.02
H -0.896272 5.334178 1.077976 0.00 0.00 -0.01
C 0.259104 2.158984 -4.788129 0.00 -0.04 0.06
N -1.047064 1.600235 -4.455855 -0.08 0.11 -0.14
C -1.129714 0.244300 -4.992167 0.03 0.01 0.07
N -0.042450 -0.628486 -4.552611 0.00 -0.11 -0.11
C 1.233628 0.001587 -4.879369 -0.04 0.01 0.07
N 1.374232 1.341849 -4.320662 0.12 0.09 -0.15
C 1.460666 1.313977 -2.866881 -0.10 -0.04 0.20
P -0.069652 0.602409 -2.067206 -0.10 -0.07 -1.64
C -1.296548 1.632952 -3.019658 0.08 -0.13 0.20
C -0.141041 -0.928755 -3.129364 0.02 0.13 0.11
H 0.341476 3.159544 -4.358508 -0.01 0.00 -0.01
H 0.329327 2.237748 -5.875283 0.00 0.01 0.01
H -1.095606 0.307240 -6.081962 0.01 0.00 0.01
H -2.082561 -0.199033 -4.695500 0.00 0.01 -0.02
H 1.309070 0.076128 -5.966339 0.00 0.00 0.01
H 2.047330 -0.627829 -4.513758 0.00 0.01 -0.01
H 1.613968 2.332754 -2.497282 0.03 -0.02 0.02
H 2.324393 0.720622 -2.560831 -0.01 0.02 0.03
H -1.224799 2.663506 -2.660589 -0.04 0.00 0.01
H -2.312094 1.293107 -2.813054 0.01 0.02 0.02
H -1.075123 -1.457181 -2.937824 0.01 -0.02 0.04
H 0.686402 -1.581233 -2.837022 -0.04 -0.03 0.02
```
Forces are in eV/Å.